Formula: C22H25N2O4
Source: the Open Molecules 2025 dataset
Level of theory: ωB97M-V/def2-TZVPD

Geometry as XYZ:
```
53
Properties=species:S:1:pos:R:3:lowdin_charge:R:1
C 3.9827 -2.3736 1.3544 -0.073
C 2.5529 -2.3275 0.9337 -0.299
C 2.2237 -2.5138 -0.4111 -0.048
C 0.8908 -2.5285 -0.8240 -0.023
C -0.1544 -2.3486 0.1179 -0.173
C -1.5887 -2.5032 -0.2811 -0.094
C -2.5982 -1.8347 0.4879 -0.095
N -3.9062 -1.8743 0.0345 -0.439
O -4.8673 -1.5026 0.7561 -0.074
O -4.0584 -2.2245 -1.1814 -0.115
C 0.1938 -2.0600 1.4486 -0.019
C 1.5370 -2.0524 1.8485 -0.040
H 4.0719 -2.2032 2.4299 0.069
H 4.4041 -3.3541 1.1358 0.076
H 4.5939 -1.6303 0.8263 0.077
H 3.0063 -2.6612 -1.1605 0.109
H 0.6260 -2.6412 -1.8763 0.113
H -1.7823 -2.6580 -1.3414 0.120
H -2.3638 -1.2997 1.4197 0.110
H -0.5917 -1.8267 2.1666 0.100
H 1.7795 -1.8279 2.8935 0.106
C -4.0981 -4.7354 -3.3488 -0.075
C -3.1562 -5.7682 -2.7305 -0.221
N -1.7840 -5.2821 -2.4365 -0.055
C -0.7583 -5.8154 -3.3981 -0.219
C -0.2124 -7.1925 -3.1065 -0.091
C -1.3122 -5.0117 -1.1416 -0.428
C -2.2755 -4.2920 -0.2626 -0.058
C -2.2063 -4.6649 1.1657 -0.338
C -3.5141 -4.5715 1.9246 -0.140
C -4.7338 -5.0335 1.4160 -0.023
C -5.8910 -5.0190 2.2173 -0.087
C -5.8194 -4.5895 3.5434 -0.101
C -4.5856 -4.1613 4.0776 -0.084
C -3.4507 -4.1714 3.2725 -0.025
O -1.1669 -4.9322 1.7714 0.076
O -0.1308 -5.1919 -0.8489 0.049
H -5.0899 -5.1923 -3.3984 0.068
H -4.1661 -3.8042 -2.7713 0.050
H -3.7979 -4.4988 -4.3829 0.072
H -3.5858 -6.2505 -1.8446 0.112
H -2.9673 -6.5430 -3.4888 0.099
H -1.3157 -5.8099 -4.3359 0.103
H 0.0507 -5.0590 -3.4212 0.118
H 0.5978 -7.3566 -3.8162 0.067
H 0.1914 -7.2351 -2.0870 0.072
H -0.9694 -7.9630 -3.2507 0.065
H -3.2487 -4.0225 -0.7301 0.098
H -4.7612 -5.4346 0.3932 0.110
H -6.8507 -5.3437 1.7873 0.100
H -6.7210 -4.5970 4.1710 0.095
H -4.5263 -3.8207 5.1117 0.094
H -2.4941 -3.8837 3.6901 0.110
```

Results
Energy relative to the best compared isomer or geometry (same formula, charge and spin) ... 88.91 kcal per mole
Total charge ... -1
HOMO-LUMO gap ... 6.537 eV

***

Formula: C14H39BF4NO6
Source: the Open Molecules 2025 dataset
Level of theory: ωB97M-V/def2-TZVPD

Geometry as XYZ:
```
65
Properties=species:S:1:pos:R:3:lowdin_charge:R:1
B 1.3899 0.4655 0.3742 -1.248
F 1.9749 1.1805 -0.6918 0.125
F 1.8279 -0.8495 0.3012 0.116
F 1.7629 0.8975 1.6372 0.149
F -0.0281 0.3985 0.1462 0.076
C 5.3389 -0.6905 0.3342 -0.042
C 5.3089 -0.8375 -1.1638 -0.261
N 5.2399 -0.9125 -2.3088 0.124
H 4.6489 -0.0435 0.6602 0.014
H 4.9479 -1.6165 0.6972 0.065
H 6.4699 -0.6025 0.6392 0.123
C -0.6971 -1.9425 4.4062 -0.078
C -0.6601 -0.5795 3.6272 -0.264
O -1.3631 -0.8625 2.3952 -0.163
H -0.3861 -2.7675 3.8532 0.017
H -1.6471 -2.1985 4.9982 0.092
H 0.1689 -1.7505 5.0822 0.074
H 0.2469 -0.6345 3.3592 0.016
H -1.2171 0.3055 4.1372 0.150
H -0.9681 -0.1915 1.6512 0.123
C 1.7939 -2.0335 -3.9098 -0.027
C 1.6609 -2.3285 -2.3718 -0.262
O 1.4269 -3.7445 -2.2498 -0.122
H 1.0749 -2.4545 -4.2838 -0.047
H 2.6369 -2.5935 -4.2438 0.074
H 1.5849 -0.9265 -3.8768 0.104
H 0.7909 -1.7105 -1.8568 0.137
H 2.4669 -2.3385 -1.7678 0.048
H 1.1629 -4.0735 -1.4018 0.022
C -3.3891 1.7565 0.5462 -0.079
C -3.8191 0.6035 -0.2458 -0.257
O -5.2851 0.6135 -0.1928 -0.031
H -3.6801 2.6455 -0.0288 0.108
H -2.5231 1.8625 0.3612 -0.072
H -3.5651 1.6735 1.6632 0.126
H -3.3581 -0.3275 0.0342 0.101
H -3.4321 0.6745 -1.2478 0.104
H -5.5991 0.3045 0.5512 -0.022
C -1.6571 -3.4615 0.0672 -0.105
C -0.4481 -3.9455 0.8872 -0.370
O 0.7339 -3.4595 0.3592 -0.131
H -2.6041 -3.7555 0.5362 0.079
H -1.3451 -3.8665 -0.9338 0.078
H -1.5111 -2.3835 -0.2578 0.076
H -0.8281 -4.9095 0.9092 0.077
H -0.7621 -3.5525 1.9062 0.095
H 1.1019 -2.4175 0.5732 0.197
C -1.1341 2.1975 -4.2738 -0.038
C -0.7981 1.9965 -2.7098 -0.286
O 0.5459 2.2295 -2.6938 -0.090
H -2.1161 2.2245 -4.4068 0.002
H -0.6891 1.4135 -4.8228 0.059
H -0.9991 3.1265 -4.7378 0.054
H -1.0661 1.0475 -2.1628 0.119
H -1.0071 2.9205 -2.1258 0.114
H 0.7449 1.8495 -1.8688 0.006
C -0.4021 5.0245 2.1312 -0.063
C 0.2659 3.8025 1.3102 -0.281
O 1.4299 3.5885 1.9552 -0.035
H 0.1229 5.9605 2.0262 0.031
H -0.5361 4.9985 3.3602 0.121
H -1.4011 5.2995 1.7062 0.049
H 0.6169 4.0505 0.3432 0.114
H -0.1271 2.9335 1.4032 0.040
H 1.5629 2.7185 1.9082 -0.024
```

Results
Energy relative to the best compared isomer or geometry (same formula, charge and spin) ... 96.89 kcal per mole
Total charge ... -1
HOMO-LUMO gap ... 9.478 eV

***

Formula: C3H3NO2
Source: the Open Molecules 2025 dataset
Level of theory: ωB97M-V/def2-TZVPD

Geometry as XYZ:
```
9
Properties=species:S:1:pos:R:3:lowdin_charge:R:1
C -0.5916 0.3114 -0.2908 -0.459
C -0.1544 -0.8202 0.4769 0.051
C 1.2268 -0.5342 0.5075 -0.088
H -1.8000 1.6402 -0.8343 0.274
H -0.5819 -1.7579 0.3371 0.085
H 2.0255 -1.1330 0.9755 0.139
N 0.3349 1.1757 -0.3438 0.032
O -1.7880 0.4195 -0.9763 -0.014
O 1.3287 0.6983 0.1481 -0.019
```

Results
Energy relative to the best compared isomer or geometry (same formula, charge and spin) ... 109.83 kcal per mole
HOMO-LUMO gap ... 10.464 eV

***

Formula: C25H32AsIrNO4PSSbSe4
Source: the Open Molecules 2025 dataset
Level of theory: ωB97M-V/def2-TZVPD

Geometry as XYZ:
```
71
Properties=species:S:1:pos:R:3:lowdin_charge:R:1
Ir 0.0756 -1.0080 -0.1817 0.811
O -0.9251 -0.8718 -2.0030 -0.484
S -1.8115 -1.9303 -1.3516 0.492
O -2.6651 -2.5852 -2.2899 -0.250
O -0.9914 -2.8141 -0.4637 -0.380
C -2.8820 -0.9364 -0.2660 -0.255
C -4.1111 -1.5066 0.0310 -0.044
C -5.0918 -0.7497 0.6583 -0.052
C -4.8642 0.5870 0.9329 -0.057
C -3.6229 1.1570 0.6717 -0.087
C -2.6042 0.3941 0.1112 -0.315
P -0.8699 1.0231 0.0532 0.953
C -0.7207 2.0258 -1.4476 -0.314
C -1.7741 2.0492 -2.3618 -0.076
C -1.5926 2.6213 -3.6136 -0.068
C -0.3667 3.1699 -3.9587 -0.077
C 0.6868 3.1461 -3.0549 -0.070
C 0.5180 2.5610 -1.8086 -0.094
C -0.5192 1.9714 1.5469 -0.341
C 0.6389 2.7445 1.6403 -0.122
C 1.0831 3.1996 2.8688 -0.090
C 0.3427 2.9443 4.0141 -0.064
C -0.8423 2.2314 3.9255 -0.073
C -1.2518 1.7097 2.7063 -0.103
H -4.2833 -2.5385 -0.2456 0.122
H -6.0424 -1.2032 0.9069 0.112
H -5.6498 1.1945 1.3645 0.111
H -3.4361 2.1994 0.8960 0.120
H -2.7254 1.6069 -2.1027 0.105
H -2.4095 2.6188 -4.3237 0.109
H -0.2285 3.6020 -4.9421 0.107
H 1.6475 3.5684 -3.3211 0.111
H 1.3593 2.5014 -1.1308 0.074
H 1.2412 2.9719 0.7734 0.063
H 2.0281 3.7216 2.9232 0.081
H 0.7163 3.2694 4.9771 0.111
H -1.4395 2.0400 4.8079 0.108
H -2.1260 1.0796 2.6676 0.091
Se 4.6948 3.1264 0.9796 -0.071
Sb 4.0821 0.7181 1.2812 -0.187
Se 6.1224 -0.7554 1.1016 0.071
Se 4.3998 1.4243 3.6242 -0.023
Se 1.9397 -0.1720 0.4397 0.241
C 0.5386 -3.2797 2.3004 -0.059
C 0.0988 -1.9009 2.8251 -0.717
C 1.3001 -1.2135 3.5040 -0.080
C -1.0508 -2.0152 3.8272 -0.050
N -0.3888 -1.0898 1.7235 -0.117
H 0.9718 -3.8826 3.1020 0.088
H 1.2917 -3.1417 1.5229 0.061
H -0.3038 -3.8111 1.8559 0.073
H 1.3974 -1.5709 4.5313 0.092
H 1.1647 -0.1300 3.5140 0.060
H 2.2201 -1.4429 2.9664 0.037
H -0.7722 -2.6979 4.6333 0.084
H -1.9488 -2.3912 3.3335 0.078
H -1.2667 -1.0308 4.2470 0.070
C 3.2347 -0.2995 -2.9033 -0.210
As 1.9220 -1.7017 -3.0737 0.990
C 2.8974 -3.1104 -3.9504 -0.209
C 0.6147 -1.2305 -4.4048 -0.196
O 1.5242 -2.3689 -1.5966 -0.614
H 3.7665 -0.2325 -3.8531 0.043
H 3.9152 -0.5920 -2.1104 0.023
H 2.7971 0.6679 -2.6645 0.017
H 3.2311 -2.7809 -4.9355 0.037
H 2.2277 -3.9620 -4.0565 0.043
H 3.7547 -3.4094 -3.3535 0.044
H 1.1227 -1.3031 -5.3666 0.042
H 0.2064 -0.2294 -4.2848 0.029
H -0.1955 -1.9565 -4.3684 0.046
```

Results
Energy relative to the best compared isomer or geometry (same formula, charge and spin) ... 128.05 kcal per mole
Spin multiplicity ... 6
<S²> ... 8.81
HOMO-LUMO gap (spin up / spin down) ... 6.455 / 5.410 eV

***

Formula: C2HNO3S
Source: the Open Molecules 2025 dataset
Level of theory: ωB97M-V/def2-TZVPD

Geometry as XYZ:
```
8
Properties=species:S:1:pos:R:3:lowdin_charge:R:1
C -0.6186 0.1979 0.1704 -0.475
C -0.7567 -2.6486 1.1696 0.005
N -0.1049 -0.3410 1.3171 -0.320
O -1.7417 0.2451 -0.1778 0.084
O 0.0809 -2.9921 0.4759 0.036
O 0.6304 -1.0293 3.6109 -0.462
S 0.0148 0.0000 2.8023 0.968
H 0.3122 0.5608 -0.4673 0.164
```

Results
Energy relative to the best compared isomer or geometry (same formula, charge and spin) ... 50.60 kcal per mole
HOMO-LUMO gap ... 9.481 eV

***

Formula: C12H19F2N2O12P2S
Source: the Open Molecules 2025 dataset
Level of theory: ωB97M-V/def2-TZVPD

Geometry as XYZ:
```
50
Properties=species:S:1:pos:R:3:lowdin_charge:R:1
C 1.4571 -4.9432 3.8607 -0.086
S 2.2046 -3.5777 2.9145 0.706
O 2.8059 -2.7147 3.8720 -0.240
O 3.1079 -4.1263 1.9615 -0.231
N 0.9545 -2.7298 1.9835 -0.006
C -0.1748 -3.3919 1.7017 0.012
C -1.2066 -2.8218 0.9731 -0.118
C -2.4479 -3.6898 0.6945 -0.122
O -2.7631 -4.4120 1.8859 -0.152
O -4.1205 -4.1913 2.2005 0.008
C -1.0644 -1.4823 0.5309 -0.180
P -2.4064 -0.5906 -0.4248 0.914
O -3.8439 -0.7870 0.3825 -0.251
O -2.0775 1.0183 -0.2878 -0.253
C 0.1632 -0.8357 0.8339 0.055
C 1.1521 -1.4548 1.5588 -0.191
N 2.3846 -0.8132 1.8433 0.118
C 3.2142 -0.6679 0.6897 -0.446
O 2.8499 -0.8334 -0.4285 0.220
F 4.4783 -0.3686 0.9572 0.199
C 2.2380 0.4006 2.6093 -0.428
O 1.5760 1.3417 2.3261 0.232
F 2.9714 0.4401 3.7182 0.185
H 1.4726 -5.8459 3.2302 0.088
H 2.0200 -5.1073 4.7869 0.095
H 0.4055 -4.7087 4.1006 0.075
H -0.3280 -4.4291 2.0119 0.150
H -2.1798 -4.4524 -0.0592 0.154
H -3.3009 -3.1072 0.3295 0.112
H -4.1125 -3.9613 3.1426 0.117
H -3.7280 -1.2200 1.2419 0.059
H -2.1278 1.2607 0.6538 0.078
H 0.3000 0.1840 0.4672 0.127
C 1.7620 5.6166 -5.0147 -0.106
O 1.3825 4.7467 -3.9327 -0.264
P -0.2797 4.5820 -3.6970 0.646
O -0.4821 5.8187 -2.8682 -0.252
O -0.0620 3.2370 -2.7951 -0.276
C 1.1290 2.9913 -2.0622 -0.108
O -1.8707 4.1793 -3.9647 -0.272
C -2.6676 3.8673 -2.8305 -0.121
H 2.8476 5.6126 -5.0892 0.089
H 1.3454 5.2608 -5.9569 0.083
H 1.4227 6.6350 -4.8192 0.087
H 1.4373 3.8694 -1.4936 0.097
H 1.9232 2.6679 -2.7327 0.086
H 0.9221 2.1805 -1.3595 0.068
H -2.5878 4.6405 -2.0657 0.090
H -2.3916 2.8986 -2.4164 0.061
H -3.7041 3.8144 -3.1639 0.093
```

Results
Total charge ... +1
HOMO-LUMO gap ... 5.744 eV